[1]
# C37H41N3O2

A cluster of 2 separate species, C37H41N3O2 in total at a distorted geometry (ωB97M-V/def2-TZVPD, the OMol25 dataset).

## Properties
- HOMO energy (Ha) = -0.243
- E_LUMO (eV) = -0.20
- molecular weight (g/mol) = 559.75
- ΔE to the lowest compared entry with this formula, charge and spin (eV) = 1.223
- 2S+1 = 1

Geometry (Å):
C (0.51357, 4.68813, 0.52588)
C (-0.17977, 3.45743, 1.06298)
O (0.75402, 2.34533, 1.00449)
C (0.21137, 1.29882, 1.66806)
C (1.23263, 0.28231, 2.12942)
C (0.71227, -0.56785, 3.27322)
N (2.47382, 0.77041, 2.15552)
C (3.56181, 0.39059, 2.75132)
C (4.72154, 1.26694, 2.79933)
C (5.79052, 0.93690, 3.65695)
C (6.85787, 1.81699, 3.81120)
C (6.87323, 3.02947, 3.10437)
C (5.80792, 3.36692, 2.24979)
C (4.73509, 2.48585, 2.08628)
O (-0.99021, 1.19806, 1.91335)
H (-0.19640, 5.51740, 0.63133)
H (1.40890, 4.93476, 1.11917)
H (0.78955, 4.60169, -0.54033)
H (-0.42044, 3.58643, 2.13411)
H (-1.10035, 3.20795, 0.49093)
H (-0.25217, -1.00501, 2.98337)
H (1.39981, -1.40394, 3.49351)
H (0.63317, 0.06134, 4.18685)
H (3.67163, -0.60723, 3.24988)
H (5.72680, 0.00543, 4.22161)
H (7.66371, 1.57027, 4.50188)
H (7.70337, 3.72592, 3.24308)
H (5.80380, 4.32995, 1.73361)
H (3.87876, 2.73180, 1.45160)
C (-7.75813, -2.21717, -0.51645)
N (-6.65320, -3.00989, -0.01890)
C (-6.98410, -4.19883, 0.73842)
C (-5.36369, -2.65802, -0.28331)
C (-4.25803, -3.37299, 0.26888)
C (-2.96387, -2.88933, 0.13771)
C (-2.68977, -1.70197, -0.58380)
C (-1.34302, -1.11417, -0.60997)
C (-0.42933, -1.37331, 0.42092)
C (0.93097, -0.95725, 0.51860)
C (1.99020, -1.95092, 0.81381)
C (3.34218, -1.65185, 0.55883)
C (4.36345, -2.46482, 1.04936)
C (4.04932, -3.62372, 1.77738)
C (2.71288, -4.00856, 1.91962)
C (1.69268, -3.21315, 1.37540)
C (-0.99117, -0.27800, -1.78326)
C (-0.30002, 0.93070, -1.61286)
C (0.03469, 1.75367, -2.67299)
C (-0.39190, 1.43251, -3.98232)
N (-0.18553, 2.30661, -5.00411)
C (-0.50987, 1.97881, -6.38102)
C (0.37542, 3.61854, -4.75423)
C (-1.07933, 0.20028, -4.18749)
C (-1.40450, -0.60555, -3.10355)
C (-3.78360, -1.04990, -1.21742)
C (-5.08438, -1.51036, -1.08276)
H (-7.73583, -2.14976, -1.61388)
H (-8.68338, -2.70504, -0.20525)
H (-7.72751, -1.19596, -0.10557)
H (-6.38321, -4.25744, 1.65728)
H (-8.04634, -4.13114, 0.99870)
H (-6.82050, -5.12348, 0.15509)
H (-4.44191, -4.28733, 0.83429)
H (-2.14676, -3.45750, 0.58560)
H (-0.77323, -2.08536, 1.16993)
H (1.25823, -0.15856, -0.12667)
H (3.59510, -0.76070, -0.02895)
H (5.40671, -2.17008, 0.89220)
H (4.84922, -4.20878, 2.24480)
H (2.45521, -4.91346, 2.48030)
H (0.66030, -3.57393, 1.41270)
H (-0.07565, 1.25275, -0.60060)
H (0.60157, 2.66253, -2.48474)
H (-0.25043, 0.93407, -6.59165)
H (-1.58229, 2.12322, -6.60128)
H (0.08201, 2.63326, -7.03215)
H (-0.16552, 4.13274, -3.94248)
H (1.44030, 3.55331, -4.46723)
H (0.28781, 4.20714, -5.67764)
H (-1.37913, -0.10031, -5.19060)
H (-2.00306, -1.50768, -3.27155)
H (-3.62034, -0.13905, -1.80540)
H (-5.90549, -0.96792, -1.56245)

Mulliken atomic charge list, values in e, 2 entries:
1 C -1.171
2 C -0.199

[2]
# C30H44BN6O3P

A cluster of 5 separate species, C30H44BN6O3P in total at a distorted geometry (ωB97M-V/def2-TZVPD, the OMol25 dataset).

## Properties
- HOMO energy (Ha) = -0.285
- E_LUMO (eV) = -1.21
- SMILES = CCCNC1=C(P(C)CC)C(=O)C=C(B(O)N(C)C)C1=O.c1cc[nH]c1.c1cc[nH]c1.c1cc[nH]c1.c1cc[nH]c1
- molecular weight (g/mol) = 578.51
- 2S+1 = 1

Geometry (Å):
C (3.48199, -5.42879, 2.07791)
C (3.06041, -3.92308, 1.63851)
C (1.49445, -3.78409, 1.93615)
N (1.02824, -2.38916, 2.21898)
C (-0.07194, -1.96548, 1.38073)
C (-0.06085, -0.72951, 0.65200)
P (1.38583, 0.50487, 0.69042)
C (2.97695, -0.30307, 0.04864)
C (1.61639, 0.99748, 2.53442)
C (0.68728, 2.28123, 2.88634)
C (-1.30226, -0.27660, -0.25703)
O (-1.10026, 0.60721, -1.13016)
C (-2.73780, -0.91180, -0.04123)
C (-2.78546, -2.12596, 0.68897)
B (-4.19623, -2.91205, 1.01487)
O (-5.07234, -3.22430, -0.08186)
N (-4.41965, -3.27330, 2.44453)
C (-4.45481, -1.97392, 3.19828)
C (-5.66375, -4.07606, 2.62968)
C (-1.43108, -2.80592, 1.22421)
O (-1.53403, -4.01230, 1.53980)
H (4.58431, -5.48113, 2.37637)
H (3.21200, -6.18919, 1.26162)
H (2.90338, -5.77448, 3.01108)
H (3.71459, -3.12796, 2.11564)
H (3.17235, -3.91639, 0.49283)
H (1.27463, -4.39578, 2.88769)
H (0.91752, -4.31466, 1.10556)
H (1.85876, -1.79421, 2.12809)
H (3.79183, 0.50616, 0.13893)
H (2.92852, -0.55585, -1.06897)
H (3.35131, -1.17738, 0.68447)
H (1.17936, 0.13036, 3.13312)
H (2.70831, 1.17302, 2.80482)
H (-0.32070, 2.19607, 2.34913)
H (0.46352, 2.26582, 4.00619)
H (1.20096, 3.25118, 2.58652)
H (-3.68810, -0.45165, -0.44673)
H (-5.89637, -2.71767, 0.06824)
H (-4.57230, -1.05623, 2.50806)
H (-3.45486, -1.85343, 3.72416)
H (-5.33053, -1.92325, 3.93906)
H (-5.87355, -4.79673, 1.76100)
H (-6.59167, -3.42208, 2.82817)
H (-5.51568, -4.75684, 3.54696)
C (2.93456, -1.03200, -5.28641)
C (2.43836, 0.06712, -6.02995)
C (1.35048, 0.56235, -5.35227)
N (1.16897, -0.19968, -4.22993)
C (2.13347, -1.17100, -4.17871)
H (3.78369, -1.65177, -5.53293)
H (2.83310, 0.45386, -6.95769)
H (0.69140, 1.38800, -5.57191)
H (0.43918, -0.06596, -3.54667)
H (2.16548, -1.87593, -3.36195)
C (3.81032, 1.99087, -3.68549)
C (4.26614, 2.77261, -2.59654)
C (5.30056, 3.55179, -3.05260)
N (5.49018, 3.26431, -4.37858)
C (4.58077, 2.31669, -4.77394)
H (3.00732, 1.27211, -3.67390)
H (3.87713, 2.76591, -1.58879)
H (5.91685, 4.28165, -2.55030)
H (6.18729, 3.68411, -4.97072)
H (4.56222, 1.95774, -5.79090)
C (-9.58369, -1.83817, 5.91953)
C (-8.56482, -0.85562, 5.99150)
C (-8.10535, -0.64854, 4.71454)
N (-8.80603, -1.47308, 3.87466)
C (-9.71303, -2.19789, 4.60074)
H (-10.15928, -2.23680, 6.74132)
H (-8.20801, -0.35518, 6.87918)
H (-7.34184, 0.01147, 4.33182)
H (-8.67534, -1.53584, 2.87901)
H (-10.36894, -2.90578, 4.11784)
C (4.84193, 6.64320, -4.13307)
C (5.11798, 7.81956, -4.87443)
C (4.63502, 8.88200, -4.15096)
N (4.07369, 8.39000, -3.00288)
C (4.20022, 7.02654, -2.98168)
H (5.08574, 5.63177, -4.41026)
H (5.61543, 7.88177, -5.83086)
H (4.64107, 9.94199, -4.35373)
H (3.63669, 8.94433, -2.28584)
H (3.82237, 6.44844, -2.15235)

Mulliken atomic charge list, values in e, 2 entries:
1 C -1.105
2 C -0.209

[3]
# C6H8OS

A cluster of 2 separate species, C6H8OS in total at a distorted geometry (ωB97M-V/def2-TZVPD, the OMol25 dataset).

## Properties
- HOMO energy (Ha) = -0.303
- E_LUMO (eV) = -0.31
- molecular weight (g/mol) = 128.20
- ΔE to the lowest compared entry with this formula, charge and spin (eV) = 6.793
- 2S+1 = 1

Geometry (Å):
C (-1.30532, -0.27110, -0.19718)
C (-1.14184, 1.09781, 0.44952)
C (-0.06388, 1.91793, -0.07007)
C (1.21089, 1.33359, 0.00526)
C (0.90263, -1.54713, 0.29835)
C (-0.48143, -1.37734, 0.48257)
H (-3.43241, 0.38595, 0.14312)
H (-1.00770, -0.05952, -1.16141)
H (-1.03158, 1.00329, 1.53623)
H (-2.23470, 1.75098, 0.34546)
H (-0.03875, 3.00226, 0.53552)
H (2.13097, 1.87904, -0.06223)
H (1.31005, -2.44889, 0.69125)
H (-1.00906, -1.91836, 1.26086)
O (-2.61934, -0.68549, -0.58228)
S (1.97135, -0.31459, -0.27758)

Mulliken atomic charge list, values in e, 2 entries:
1 C 0.119
2 C -0.304

[4]
# C24H21N4O2

The ion C24H21N4O2 with charge +1 at a distorted geometry (ωB97M-V/def2-TZVPD, the OMol25 dataset).

## Properties
- HOMO energy (Ha) = -0.404
- E_LUMO (eV) = -5.25
- SMILES = Cc1ccc([C@@H](c2cn(C)c3ccccc23)[C@@H]([N+]#N)c2ccc([N+](=O)[O-])cc2)cc1
- molecular weight (g/mol) = 397.46
- ΔE to the lowest compared entry with this formula, charge and spin (eV) = 1.439
- 2S+1 = 1
- charge = +1

Geometry (Å):
C (-4.31373, -2.58074, 0.70838)
C (-3.02824, -1.80424, 0.58252)
C (-2.01863, -2.14298, -0.33098)
C (-0.81202, -1.44002, -0.34750)
C (-0.62459, -0.39953, 0.58537)
C (0.57777, 0.48476, 0.75689)
C (1.87433, -0.23810, 0.81326)
C (3.16561, 0.27962, 0.77173)
N (4.10143, -0.75141, 0.73647)
C (5.53978, -0.63226, 0.58601)
C (3.43789, -1.97201, 0.89501)
C (3.92130, -3.27122, 1.07704)
C (3.02139, -4.32304, 1.38853)
C (1.68348, -3.98149, 1.68059)
C (1.20803, -2.65984, 1.60727)
C (2.04560, -1.68536, 1.05810)
C (0.23710, 1.91130, -0.09420)
N (1.39599, 2.07241, -1.03393)
N (2.31927, 1.57742, -1.49983)
C (-0.94891, 2.46697, -0.93890)
C (-2.17106, 2.91143, -0.40287)
C (-2.99469, 3.79013, -1.16636)
C (-2.70602, 4.01574, -2.53623)
N (-3.47759, 4.86431, -3.37077)
O (-2.99149, 5.16149, -4.49770)
O (-4.58577, 5.30966, -3.01233)
C (-1.52394, 3.52525, -3.09920)
C (-0.72056, 2.70321, -2.34157)
C (-1.64782, -0.03834, 1.44594)
C (-2.82643, -0.75226, 1.46679)
H (-4.94231, -2.08087, 1.47891)
H (-4.91015, -2.69208, -0.22461)
H (-4.09084, -3.60397, 1.07861)
H (-2.24952, -2.92313, -1.06685)
H (-0.05010, -1.72682, -1.08323)
H (0.51101, 1.07741, 1.75728)
H (3.45450, 1.31767, 0.63803)
H (5.98331, -1.64020, 0.60298)
H (5.78725, -0.12900, -0.36217)
H (5.96242, -0.03710, 1.40744)
H (4.99867, -3.45749, 1.03641)
H (3.37095, -5.37354, 1.45486)
H (0.99219, -4.75345, 1.98899)
H (0.20495, -2.35162, 1.94110)
H (0.49215, 2.76493, 0.75150)
H (-2.49740, 2.52805, 0.58773)
H (-3.87575, 4.31352, -0.77048)
H (-1.29080, 3.79818, -4.11677)
H (0.14441, 2.23581, -2.84396)
H (-1.49506, 0.78598, 2.13482)
H (-3.63735, -0.45318, 2.12190)

Mulliken atomic charge list, values in e, 2 entries:
1 C -1.363
2 C 1.012

[5]
# C5H8IN

A cluster of 2 separate species, C5H8IN in total at a distorted geometry (ωB97M-V/def2-TZVPD, the OMol25 dataset).

## Properties
- HOMO energy (alpha / beta) (Ha) = -0.298 / -0.298
- E_LUMO (alpha / beta) (eV) = -0.37 / -0.37
- molecular weight (g/mol) = 209.03
- ΔE to the lowest compared entry with this formula, charge and spin (eV) = 3.423
- 2S+1 = 1

Geometry (Å):
C (0.14780, -1.10869, 0.49262)
C (0.18143, 0.14608, 0.11507)
C (-1.87708, 1.26862, -0.03395)
C (1.43040, -2.04300, 0.46684)
C (0.96284, 1.08158, -0.68649)
N (-2.11480, 2.43971, 0.13788)
I (-3.40837, -0.31536, 0.06242)
H (-0.76687, -1.62091, 0.80928)
H (1.37099, -2.76714, 1.28321)
H (1.11329, -2.54100, -0.51087)
H (2.43708, -1.50525, 0.51531)
H (0.27747, 1.44230, -1.46242)
H (1.96720, 0.71723, -1.12701)
H (1.32207, 1.97961, -0.25433)
H (-3.04346, 2.82621, 0.19245)

Mulliken atomic charge list, values in e, 2 entries:
1 C -0.225
2 C 0.508